ORCA calculation (wB97M-V/def2-TZVPD) on a molecular structure, C32H87F6N6O15S2Sr.

Atoms and positions in Å:
Sr -0.4707 -1.7223 -2.7137
C 0.7180 2.2444 -1.4449
F 1.1967 1.7574 -2.5935
F 1.6316 1.8476 -0.5098
F 0.5693 3.5622 -1.3919
S -1.0453 1.4024 -1.3552
O -1.9558 2.2574 -0.5747
O -1.4955 1.2521 -2.7328
N -0.6312 -0.2561 -0.7438
S -0.7570 -0.0459 0.7724
O -0.0837 1.1775 1.1881
O -2.1250 -0.2255 1.3037
C 0.2551 -1.5727 1.3660
F 1.4575 -1.6572 0.7632
F 0.5809 -1.3343 2.6274
F -0.4384 -2.7179 1.3298
C -4.7942 1.0912 -4.4902
O -3.5909 1.2905 -5.1681
H -5.6529 1.7379 -4.6702
H -5.1130 0.0984 -4.8078
H -4.6715 0.9715 -3.4137
H -3.0069 0.5484 -4.9958
C -4.2026 4.1661 -2.5562
O -5.1829 5.2503 -2.5058
H -4.8210 3.2770 -2.4330
H -3.5015 4.2488 -3.3867
H -3.5526 4.1463 -1.6814
H -4.6685 6.0164 -2.7705
C -4.8973 -0.7569 3.7427
C -5.2923 -2.1500 4.1844
O -6.6792 -2.1504 4.6403
H -4.5897 -0.0323 4.4967
H -5.6920 -0.2237 3.2209
H -4.0968 -0.8198 3.0056
H -4.6318 -2.4513 4.9974
H -5.3260 -2.8146 3.3211
H -6.7482 -1.8360 5.5448
C 5.2142 2.2827 -3.2421
C 4.3312 3.4921 -3.3879
O 4.4301 4.3969 -2.3850
H 6.2498 2.4868 -3.5141
H 4.9197 1.4975 -3.9383
H 5.1237 1.9546 -2.2066
H 3.3057 3.1606 -3.5507
H 4.3888 3.9443 -4.3780
H 5.2688 4.8623 -2.4255
C 2.1761 -4.6641 3.0949
C 1.3823 -5.7224 2.3609
O 2.0112 -5.8851 1.1043
H 3.1973 -4.9970 3.2804
H 1.7370 -4.4291 4.0644
H 2.3247 -3.7317 2.5502
H 0.3324 -5.5302 2.1398
H 1.3234 -6.7328 2.7657
H 1.8925 -6.8073 0.8656
C -1.3992 1.7858 5.8164
C -1.0265 1.7952 4.3158
O -2.2268 1.9872 3.5163
H -0.4921 1.5154 6.3569
H -2.2246 1.0741 5.8002
H -1.6859 2.7564 6.2212
H -0.6716 0.7961 4.0629
H -0.2669 2.5680 4.1977
H -2.0287 2.6813 2.8833
C 1.5888 -1.6068 7.5961
C 0.6491 -2.8505 7.8727
C 0.1567 -3.4374 6.4976
O -0.8764 -2.5672 5.8414
C -1.5082 -3.0157 4.6724
N 1.2879 -3.7976 8.7795
H 1.8850 -0.9526 8.4161
H 1.2022 -0.9975 6.7792
H 2.5565 -1.9764 7.2567
H -0.2043 -2.4512 8.4208
H -0.4100 -4.3436 6.7115
H 0.9259 -3.4885 5.7270
H -1.0957 -2.5764 3.7641
H -2.5545 -2.7149 4.6178
H -1.4778 -4.0974 4.5415
H 1.5055 -3.2844 9.6218
H 0.4946 -4.3490 9.0742
C -1.4276 -5.9605 -0.4697
C -1.4905 -4.7322 -1.4256
C -2.6095 -3.7206 -0.9093
O -2.7682 -2.6279 -1.9246
C -3.8183 -1.7852 -1.5927
N -0.2257 -3.9935 -1.3577
H -0.6742 -6.6389 -0.8701
H -2.4025 -6.4480 -0.4659
H -1.1505 -5.6923 0.5499
H -1.6536 -5.0881 -2.4428
H -2.4667 -3.3937 0.1207
H -3.5022 -4.3417 -0.9829
H -4.7385 -2.3651 -1.6639
H -3.9362 -1.0014 -2.3410
H -3.7422 -1.1473 -0.7122
H 0.4241 -4.4924 -1.9484
H 0.1628 -4.2591 -0.4641
C -0.9485 3.7838 -4.7067
C -1.7185 4.7362 -5.6961
C -1.6186 6.2643 -5.4710
O -2.3674 6.4702 -4.2757
C -2.4658 7.8485 -3.8862
N -1.3590 4.4164 -6.9725
H -1.3491 3.8021 -3.6931
H 0.0761 4.1366 -4.5887
H -0.8179 2.7219 -4.9151
H -2.7617 4.5072 -5.4783
H -1.9066 6.8384 -6.3516
H -0.5614 6.5038 -5.3566
H -3.1098 8.0240 -3.0246
H -2.9795 8.4209 -4.6586
H -1.4899 8.2426 -3.6024
H -0.4516 4.7858 -7.2180
H -1.3249 3.4093 -7.0407
C 4.4305 -2.0318 -3.2770
C 2.9677 -1.4880 -3.1662
C 2.5160 -0.9988 -4.4820
O 1.2237 -0.4791 -4.3281
C 0.7430 0.1263 -5.5458
N 2.0495 -2.5693 -2.6853
H 5.1322 -1.1977 -3.2833
H 4.6307 -2.4532 -4.2620
H 4.6764 -2.7411 -2.4867
H 3.0713 -0.7744 -2.3488
H 2.5454 -1.7692 -5.2525
H 3.1940 -0.2301 -4.8528
H 1.0564 1.1699 -5.5751
H -0.3460 0.1691 -5.5317
H 0.9963 -0.4084 -6.4612
H 2.0606 -3.2551 -3.4267
H 2.5067 -3.0357 -1.9149
C 5.3040 0.2328 0.1778
C 5.1207 1.2968 1.3557
C 3.6725 1.2547 1.9531
O 3.6226 2.0484 3.1814
C 2.2974 2.4392 3.4535
N 6.0435 0.9071 2.3912
H 6.1072 0.6134 -0.4531
H 4.4839 0.1127 -0.5302
H 5.6124 -0.7472 0.5418
H 5.3207 2.3441 1.1291
H 3.1678 0.2996 2.0985
H 3.0900 1.7633 1.1849
H 2.2790 2.7897 4.4855
H 1.6470 1.6000 3.2066
H 1.7686 3.2140 2.8983
H 6.2907 -0.0675 2.2956
H 5.4852 1.0339 3.2233

Forces on atoms 1 to 2 (eV/Å):
-0.05 0.01 0.35
0.77 -1.18 1.70

Computed properties:
- Calculated total energy: -113035.4736 eV
- F_max: 0.117 hartree/bohr
- Lowest unoccupied orbital energy (alpha / beta): -5.541 / -10.144 eV
- Spin multiplicity: 2
- Charge: +2

---

ORCA calculation (wB97M-V/def2-TZVPD) on 2 unconnected molecules or ions with the total composition C32H27BrN3O6S.

Atoms and positions in Å:
C 6.8445 3.5046 -0.6519
C 5.4790 2.9331 -0.3987
C 5.0354 2.7530 0.9139
C 3.7391 2.3180 1.1807
C 2.8779 2.0261 0.1142
S 1.1889 1.6154 0.4463
O 1.0215 1.3206 1.8424
O 0.3338 2.5157 -0.2740
N 0.9476 0.1618 -0.4016
C 1.6366 -1.0224 -0.1301
C 2.5946 -1.2388 0.8519
C 3.3733 -2.3903 0.7486
C 3.1801 -3.2842 -0.3210
C 2.2119 -3.0380 -1.3055
Br 2.2183 -4.0559 -2.9021
C 1.3681 -1.9305 -1.1839
C 0.3382 -1.3004 -1.9894
N -0.5962 -1.9475 -2.8214
O -0.6657 -3.1977 -2.8511
O -1.4130 -1.2066 -3.4476
C 0.1313 0.0142 -1.5056
C 3.3256 2.1531 -1.2058
C 4.6250 2.5870 -1.4529
H 7.0273 3.6064 -1.7237
H 6.9449 4.4958 -0.1927
H 7.6315 2.8716 -0.2257
H 5.7160 2.9689 1.7413
H 3.3976 2.1911 2.2046
H 2.7187 -0.5439 1.6784
H 4.1437 -2.6003 1.4857
H 3.8099 -4.1618 -0.4059
H -0.0694 0.8502 -2.1610
H 2.6684 1.9111 -2.0356
H 4.9854 2.6738 -2.4796
C -2.8347 3.3353 -3.8819
C -2.0199 2.5238 -2.8940
O -2.7430 2.6172 -1.6030
C -2.3736 1.9600 -0.4779
C -1.8988 0.5359 -0.6082
N -1.7863 -0.0649 0.5450
C -2.4083 -0.9428 1.2876
C -2.1602 -0.8742 2.7295
C -2.1888 -2.0178 3.5496
C -1.7694 -1.9363 4.8813
C -1.3809 -0.7044 5.4256
C -1.4052 0.4495 4.6251
C -1.7643 0.3554 3.2809
C -3.3038 -1.9311 0.6641
C -4.3966 -2.5208 1.3319
C -5.2023 -3.4489 0.6598
C -4.9966 -3.7168 -0.7059
C -3.9758 -3.0560 -1.3954
C -3.0964 -2.2373 -0.6901
O -2.5206 2.4553 0.6252
H -2.4027 3.1802 -4.8733
H -3.8834 3.0100 -3.8873
H -2.7887 4.4037 -3.6359
H -1.9305 1.4854 -3.2377
H -1.0235 2.9609 -2.7293
H -2.0276 0.0607 -1.6038
H -2.4959 -2.9743 3.1283
H -1.7437 -2.8385 5.4990
H -1.0685 -0.6396 6.4721
H -1.1378 1.4176 5.0448
H -1.7498 1.2346 2.6418
H -4.6020 -2.2501 2.3728
H -6.0046 -3.9592 1.1961
H -5.6402 -4.4223 -1.2324
H -3.8326 -3.1661 -2.4697
H -2.2128 -1.8372 -1.1760

Forces on atoms 1 to 2 (eV/Å):
0.21 0.01 -0.07
-0.29 -0.18 0.11

Computed properties:
- Energy relative to the best compared isomer or geometry (same formula, charge and spin): 0.0 kJ/mol
- Calculated total energy: -131251.2203 eV
- F_max: 0.082 hartree/bohr
- Lowest unoccupied orbital energy: 2.145 eV
- Charge: -1

---

ORCA calculation (wB97M-V/def2-TZVPD) on 4 unconnected molecules or ions with the total composition C23H53BBrO10.

Atoms and positions in Å:
C -6.2312 3.1448 -2.0982
C -5.4836 3.5455 -3.3717
C -4.8434 4.9366 -3.2513
C -3.6887 5.0574 -2.2788
Br -4.3018 6.3069 -0.7712
B -2.7657 4.0540 -1.7403
C -2.1176 2.9352 -2.7201
O -2.2560 4.0337 -0.3927
H -7.2748 3.4712 -2.1345
H -5.7638 3.6087 -1.2270
H -6.2462 2.0622 -1.9440
H -6.1873 3.5656 -4.2157
H -4.7378 2.7927 -3.6311
H -5.6309 5.6257 -2.9395
H -4.5642 5.2784 -4.2623
H -2.8592 2.2700 -3.1730
H -1.3988 2.3068 -2.1829
H -1.5854 3.4013 -3.5568
H -2.9300 3.7132 0.2074
C 1.5303 0.2355 5.6391
O 1.5093 0.1714 4.2350
C 0.5632 -0.7347 3.6926
C -0.1472 -0.1543 2.4859
O -1.0532 0.8891 2.7749
C -0.5358 2.1825 3.0683
C 0.0003 2.9407 1.8751
O 1.2092 2.3710 1.3869
C 1.2571 2.2874 -0.0225
H 2.1368 -0.5641 6.0832
H 1.9702 1.1928 5.9190
H 0.5208 0.1793 6.0598
H -0.1773 -1.0158 4.4500
H 1.0802 -1.6484 3.3667
H -0.7701 -0.9606 2.0872
H 0.5748 0.1270 1.7172
H 0.2056 2.1440 3.8693
H -1.4006 2.7439 3.4296
H 0.1953 3.9716 2.1996
H -0.7464 2.9916 1.0787
H 0.3100 1.9305 -0.4375
H 2.0532 1.5875 -0.2796
H 1.4755 3.2580 -0.4808
C 0.2053 -0.8729 -7.0443
O -1.1784 -1.1243 -7.0403
C -1.7441 -1.2966 -5.7537
C -3.0930 -0.6200 -5.6283
O -3.0443 0.7894 -5.5917
C -2.7266 1.5260 -6.7549
C -3.8260 1.5653 -7.7936
O -4.0095 0.3111 -8.4308
C -5.3524 -0.0762 -8.5783
H 0.7898 -1.7936 -6.9232
H 0.4553 -0.4271 -8.0068
H 0.4895 -0.1752 -6.2493
H -1.0755 -0.8994 -4.9818
H -1.8863 -2.3692 -5.5590
H -3.4830 -0.9018 -4.6465
H -3.7850 -0.9955 -6.3866
H -1.7818 1.2072 -7.2009
H -2.6043 2.5511 -6.3961
H -3.5508 2.3159 -8.5467
H -4.7554 1.8941 -7.3159
H -5.9259 0.1006 -7.6615
H -5.3632 -1.1436 -8.7984
H -5.8460 0.4553 -9.4016
C 5.6525 -6.2868 8.6274
O 5.4141 -5.0617 7.9787
C 6.4428 -4.1021 8.1213
C 6.6733 -3.3233 6.8431
O 7.2762 -4.0645 5.7959
C 6.4862 -5.0047 5.0847
C 5.5110 -4.3946 4.0992
O 4.4501 -3.7282 4.7513
C 4.1091 -2.4746 4.1971
H 5.4342 -6.2317 9.7006
H 4.9947 -7.0296 8.1775
H 6.6911 -6.6124 8.5013
H 7.3787 -4.5847 8.4268
H 6.1658 -3.3804 8.9025
H 7.4033 -2.5469 7.0859
H 5.7521 -2.8354 6.5216
H 5.9684 -5.6915 5.7562
H 7.2068 -5.5779 4.4957
H 5.1076 -5.2114 3.4843
H 6.0483 -3.7099 3.4334
H 5.0010 -1.8882 3.9536
H 3.5331 -1.9290 4.9418
H 3.4966 -2.5869 3.2965

Forces on atoms 1 to 2 (eV/Å):
-0.07 -0.09 0.01
-0.15 0.02 -0.09

Computed properties:
- Energy relative to the best compared isomer or geometry (same formula, charge and spin): 264.9 kJ/mol
- Calculated total energy: -115900.4340 eV
- F_max: 0.028 hartree/bohr
- Lowest unoccupied orbital energy: 1.970 eV
- Charge: -1

---

ORCA calculation (wB97M-V/def2-TZVPD) on 3 unconnected molecules or ions with the total composition C5H12O2.

Atoms and positions in Å:
C -0.8145 -0.3734 1.9433
C -1.2365 -1.1775 0.7100
C -1.3716 -0.3419 -0.5323
O 2.4405 0.3332 1.1160
C -0.8160 -0.6172 -1.7109
C 1.1459 1.6642 -1.4034
O 2.2659 1.2286 -1.5529
H -0.8518 -0.9994 2.8415
H 0.2037 0.0170 1.8342
H -1.4902 0.4750 2.1072
H -2.2082 -1.6529 0.9047
H -0.5248 -1.9923 0.5243
H -2.0041 0.5445 -0.4388
H 2.4038 -0.6223 0.9892
H -0.9919 0.0016 -2.5879
H -0.1759 -1.4867 -1.8496
H 0.6830 1.7547 -0.4069
H 0.5403 1.9968 -2.2654
H 2.6493 0.6736 0.2285

Forces on atoms 1 to 2 (eV/Å):
0.02 0.05 0.04
0.00 -0.07 -0.04

Computed properties:
- Energy relative to the best compared isomer or geometry (same formula, charge and spin): 189.5 kJ/mol
- Structure (SMILES): C=CCC.C=O.O
- Calculated total energy: -9473.1712 eV
- F_max: 0.012 hartree/bohr
- Lowest unoccupied orbital energy: 0.660 eV
- Charge: 0